Entry from the OMol25 dataset: the molecule C4H5FO (ωB97M-V/def2-TZVPD).

Geometry as ORCA input:
```
! wB97M-V def2-TZVPD RIJCOSX def2/J DEFGRID3
* xyz 0 1
C 0.8120 0.4325 0.0204
C -0.3068 -0.3457 -0.0023
C -2.4984 0.7899 -0.0143
C 2.1367 -0.2131 -0.0142
O -1.6167 -0.1381 0.0155
F -0.2454 -1.7745 -0.0025
H -3.5199 0.4505 -0.0190
H -2.2382 1.8385 -0.0229
H 2.1450 -1.2551 -0.3417
H 2.5192 -0.1667 1.0084
H 2.8126 0.3819 -0.6275
*
```

Results
Orbital gap (spin up / spin down) = 7.17 / 6.20 eV
HOMO level (spin up / spin down) = -0.2968 / -0.2889 Ha
Electronic energy = -8987.9395 eV
Relative energy (zero: lowest compared OMol25 entry of this formula, charge and spin) = 5.090 eV

Entry from the OMol25 dataset: a structure of composition C28H27N5O4Re (ωB97M-V/def2-TZVPD).

Geometry as ORCA input:
```
! wB97M-V def2-TZVPD RIJCOSX def2/J DEFGRID3
* xyz 2 2
Re -0.0861 -0.9735 -1.3573
C -0.0799 1.8730 -3.9395
C 0.3982 0.4895 -4.1610
N 0.3664 -0.5158 -3.2772
C 0.9105 -1.6424 -3.8968
C 1.2701 -1.3086 -5.1560
N 0.9416 0.0213 -5.2875
C 1.8877 -2.0035 -6.3357
O 2.1766 -3.2782 -6.2091
O 2.0693 -1.3474 -7.3211
C 0.9261 -2.9074 -3.1385
O 1.3824 -3.9310 -3.5554
O 0.3591 -2.7801 -1.9128
H -0.5019 1.9641 -2.9409
H -0.8491 2.1286 -4.6689
H 0.7389 2.5847 -4.0483
H 1.1086 0.5249 -6.1541
H 1.9452 -3.6499 -5.3327
C -0.5175 3.2708 2.5347
C -0.6647 2.2841 3.6619
C -1.3594 2.6170 4.8222
C -1.4987 1.7129 5.8647
C -0.9431 0.4433 5.7762
C -0.2517 0.0825 4.6324
C -0.1211 1.0003 3.5982
N 0.5861 0.5945 2.4050
C -0.0345 0.1722 1.3126
N -1.3687 0.0860 1.3354
C -2.3198 -0.2764 0.3563
C -1.9900 -0.7599 -0.9320
C -3.0314 -1.0934 -1.8250
C -4.3440 -0.9558 -1.4501
C -4.6437 -0.4726 -0.1758
C -3.6610 -0.1243 0.7382
C -4.0289 0.3927 2.1042
N 0.6918 -0.1579 0.2077
C 2.1419 -0.0878 0.2514
C 2.7592 1.0561 -0.2446
C 4.1412 1.1330 -0.2492
C 4.8832 0.0638 0.2369
C 4.2519 -1.0723 0.7224
C 2.8638 -1.1812 0.7413
C 2.1818 -2.4172 1.2630
H -0.6904 4.2835 2.8921
H -1.2440 3.0821 1.7383
H 0.4784 3.2379 2.0926
H -1.7826 3.6095 4.9124
H -2.0357 2.0047 6.7571
H -1.0421 -0.2575 6.5933
H 0.1953 -0.8998 4.5408
H 1.5976 0.6267 2.3775
H -1.7644 0.3596 2.2293
H -2.7873 -1.4755 -2.8093
H -5.1410 -1.2192 -2.1311
H -5.6804 -0.3632 0.1164
H -5.1092 0.4488 2.2089
H -3.6351 1.3978 2.2810
H -3.6635 -0.2641 2.8995
H 2.1515 1.8768 -0.6082
H 4.6358 2.0181 -0.6244
H 5.9636 0.1148 0.2375
H 4.8459 -1.8971 1.0945
H 2.9162 -3.1268 1.6364
H 1.6070 -2.9274 0.4859
H 1.4983 -2.1885 2.0843
*
```

Results
Orbital gap (spin up / spin down) = 6.84 / 6.56 eV
HOMO level (spin up / spin down) = -0.5374 / -0.5385 Ha
Electronic energy = -47231.9293 eV

Entry from the OMol25 dataset: the molecule C7H10O2 (ωB97M-V/def2-TZVPD).

Geometry as ORCA input:
```
! wB97M-V def2-TZVPD RIJCOSX def2/J DEFGRID3
* xyz 0 1
C 2.0423 0.3223 -0.0997
C 0.6278 0.7347 -0.3199
C 0.3335 1.8677 -1.2105
C -0.4626 -0.2973 -0.2459
C -0.9944 -1.0781 -1.2045
C -1.2207 -0.3385 1.0578
C -0.9455 -1.6259 1.8979
H 2.6624 1.2813 -0.0093
H 2.1679 -0.2994 0.7474
H 2.3373 -0.2296 -0.9888
H -0.6520 2.1177 -1.6222
H 1.1380 2.3227 -1.7932
H -0.6421 -0.9673 -2.2291
H -1.7546 -1.8437 -0.9480
H -0.9456 0.5983 1.6219
H -2.3006 -0.4200 0.8268
H -0.5069 -2.4296 1.2766
O 0.3572 2.0223 0.1700
O -1.2415 -1.7375 3.0726
*
```

Results
Orbital gap = 10.19 eV
SMILES string = C=C(CC=O)[C@@]1(C)CO1
HOMO level = -0.3494 Ha
Electronic energy = -11513.3325 eV
Relative energy (zero: lowest compared OMol25 entry of this formula, charge and spin) = 2.524 eV

Entry from the OMol25 dataset: a cluster of 3 separate species, C8H17NO in total (ωB97M-V/def2-TZVPD).

Geometry as ORCA input:
```
! wB97M-V def2-TZVPD RIJCOSX def2/J DEFGRID3
* xyz 0 1
C 0.9989 1.3788 0.4502
C -0.3996 -2.1844 -0.2131
C 1.2788 2.4726 -0.5335
C 0.2728 1.7807 1.6941
C 1.4756 0.1214 0.2785
C 0.7269 -3.0064 -0.8332
N -1.3251 0.9413 -0.7305
C -1.8903 0.0346 -0.0875
C -2.7794 -0.3482 0.7926
O -1.0093 0.6761 -2.0818
H -0.4681 1.4379 -2.3253
H -0.6170 -2.5291 0.7979
H -1.3037 -2.3775 -0.7840
H 2.2021 -0.0614 -0.5023
H 1.6817 2.0845 -1.4675
H 2.0118 3.1677 -0.1135
H 0.3690 3.0341 -0.7534
H 0.9168 2.4302 2.3026
H 0.0102 0.9130 2.2985
H -0.6278 2.3367 1.4500
H 1.6479 -0.5031 1.1448
H 0.1680 -1.0712 -0.0259
H -2.6220 -1.2179 1.4091
H -3.7646 0.0965 0.8086
H 1.6379 -2.9274 -0.2392
H 0.9554 -2.6195 -1.8267
H 0.4531 -4.0600 -0.9097
*
```

Results
Orbital gap = 9.29 eV
SMILES string = C=C(C)C.C=C=NO.CC
HOMO level = -0.3162 Ha
Electronic energy = -12104.0246 eV
Relative energy (zero: lowest compared OMol25 entry of this formula, charge and spin) = 6.345 eV